Entry 1:
DFT (wB97M-V/def2-TZVPD) results for 3 unconnected molecules or ions with the total composition C4H12O3.

```
19
Properties=species:S:1:pos:R:3
C 1.0443 -0.1591 -2.0832
C 0.1839 0.1609 -0.8723
C 0.1485 -0.9452 0.1798
C -1.1302 -0.9675 0.9646
O -1.7581 0.0195 1.2364
H 1.1795 0.6967 -2.6829
H 0.4858 -0.8008 -2.7703
H 2.0199 -0.5575 -1.8159
H -0.8076 0.4226 -1.2139
H 0.4401 1.1005 -0.3761
H 0.9312 -0.7515 0.9280
H 0.3795 -1.9283 -0.2197
H -1.4878 -1.9348 1.3430
O -3.2121 3.5894 -0.9542
H -3.2914 2.6468 -1.0738
H -3.8192 4.1295 -1.4621
O 2.7402 -1.3715 3.3089
H 2.8640 -1.0802 4.2203
H 3.0896 -2.2698 3.3433
```

SMILES string: CCCC=O.O.O
ΔE to the lowest compared entry with this formula, charge and spin: 75.3 kJ/mol
orbital gap: 10.33 eV
E_HOMO: -9.603 eV

And the natural (NBO) charges, in e, turn out to be: -0.60, -0.40, -0.52, 0.45, -0.53, 0.21, 0.20, 0.20, 0.20, 0.21, 0.25, 0.21, 0.10, -0.96, 0.48, 0.48, -0.93, 0.47, 0.47


Entry 2:
DFT (wB97M-V/def2-TZVPD) results for a gas-phase ion, CH2BrN2 (charge +1).

```
6
Properties=species:S:1:pos:R:3
Br -2.5341 0.3572 0.0110
N -0.4451 -0.7380 0.1998
C 0.5483 0.0296 0.5979
N 0.6418 -0.2643 -0.6614
H 1.0941 0.4418 1.4321
H 0.6950 0.1736 -1.5793
```

SMILES string: BrN1C=[NH+]1
ΔE to the lowest compared entry with this formula, charge and spin: 261.9 kJ/mol
orbital gap (alpha / beta): 7.60 / 7.55 eV
E_HOMO (alpha / beta): -15.846 / -15.549 eV
net charge: +1

And the natural (NBO) charges, in e, turn out to be: 0.15, -0.07, 0.41, -0.27, 0.30, 0.48


Entry 3:
DFT (wB97M-V/def2-TZVPD) results for C2H4NP in the gas phase.

```
8
Properties=species:S:1:pos:R:3
C 1.1014 0.6203 -0.1616
P -0.7938 0.6905 0.2480
C -1.4116 -0.9337 0.4978
N -1.4283 -0.4584 -0.8680
H 1.3674 1.7194 -0.2276
H 1.3811 0.1361 -1.0590
H 1.4283 0.1076 0.7957
H -1.6446 -1.8818 0.7747
```

SMILES string: CP1=CN=1
ΔE to the lowest compared entry with this formula, charge and spin: 192.6 kJ/mol
orbital gap: 8.87 eV
E_HOMO: -8.752 eV

And the natural (NBO) charges, in e, turn out to be: -0.96, 0.89, -0.26, -0.57, 0.23, 0.23, 0.23, 0.21


Entry 4:
DFT (wB97M-V/def2-TZVPD) results for 2 unconnected molecules or ions with the total composition C4H11NO.

```
17
Properties=species:S:1:pos:R:3
C 1.8813 -0.7504 0.8505
N 1.6755 -1.9603 0.4171
O 0.5404 0.4546 -1.1269
H 1.2033 1.0783 -0.8142
H 0.8187 -2.4246 0.6763
H 2.2571 -2.4971 -0.2277
H 0.0241 0.8371 1.3743
H 2.8542 -0.3757 0.4609
C -1.6200 -0.3734 -0.5828
C -0.7227 0.8605 -0.6286
C -0.5877 1.4916 0.7529
H -1.1581 1.5936 -1.3300
H -1.5798 -0.8926 -1.5382
H -1.2708 -1.0439 0.2010
H -2.6471 -0.0862 -0.3762
H -0.1022 2.4636 0.6861
H -1.5663 1.6248 1.2057
```

ΔE to the lowest compared entry with this formula, charge and spin: 295.0 kJ/mol
orbital gap: 9.09 eV
E_HOMO: -8.072 eV

And the natural (NBO) charges, in e, turn out to be: -0.11, -0.73, -0.72, 0.47, 0.38, 0.36, 0.25, 0.10, -0.62, 0.11, -0.66, 0.15, 0.21, 0.20, 0.21, 0.20, 0.21


Entry 5:
DFT (wB97M-V/def2-TZVPD) results for a molecular structure, C5H22F15O26S5Zn3.

```
76
Properties=species:S:1:pos:R:3
Zn -1.4725 3.5660 -0.7412
Zn 2.2243 -0.0815 -3.0451
Zn 2.4467 1.4802 1.9992
C -1.0781 -1.5812 -4.7479
F -0.1514 -2.2685 -5.4103
F -2.2754 -1.7502 -5.2597
F -1.1030 -2.0365 -3.4863
S -0.6362 0.2082 -4.8034
O -0.8675 0.5897 -6.1540
O -1.4840 0.8511 -3.8093
O 0.7961 0.1931 -4.4417
C -0.4476 4.7794 3.3693
F 0.5764 5.5697 3.0443
F -0.5003 4.5729 4.6543
F -1.5704 5.3612 2.9257
S -0.2931 3.2134 2.4152
O 1.0079 2.6315 2.7534
O -1.4093 2.4128 2.7956
O -0.3024 3.5826 1.0028
C 2.4172 -1.9242 4.8410
F 2.7152 -3.1101 4.3017
F 1.9172 -2.1304 6.0394
F 3.5457 -1.2098 4.9284
S 1.1580 -0.9854 3.8304
O 0.3173 -0.3677 4.7955
O 1.9661 -0.0295 3.0548
O 0.5475 -1.9754 2.9915
C -1.1313 -0.7405 0.0779
F -1.8655 -1.0709 -0.9709
F -1.9077 -0.1811 0.9938
F -0.4907 -1.7820 0.5544
S 0.0519 0.5932 -0.4845
O 0.8464 0.0880 -1.5706
O -0.8020 1.6868 -0.9402
O 0.7723 0.9938 0.6898
C 3.7771 -2.0949 0.1232
F 4.5032 -2.9126 -0.6103
F 2.4819 -2.2783 -0.1438
F 4.0098 -2.2897 1.4083
S 4.1960 -0.3604 -0.3282
O 5.5904 -0.1588 -0.2041
O 3.6747 -0.2274 -1.6911
O 3.3751 0.4004 0.6256
O -1.7345 -3.5355 2.5429
H -1.3326 -2.6704 2.6956
H -2.1451 -3.7636 3.3819
O 0.3101 4.4578 -1.5051
H 1.2346 4.2215 -1.6271
H 0.1995 5.3142 -1.9397
O 1.2717 -4.3202 1.5437
H 2.0789 -4.4550 2.0488
H 0.9571 -3.4467 1.8240
O -1.0263 -4.3065 -0.3934
H -0.5234 -4.0635 0.3937
H -0.3695 -4.4267 -1.0842
O -3.8275 1.0568 -1.8873
H -3.1245 0.5525 -2.3191
H -4.1119 0.4886 -1.1636
O -3.5207 -3.4872 -1.4296
H -4.2055 -3.5457 -0.7571
H -2.6825 -3.5258 -0.9377
O -2.9743 3.0879 0.5380
H -3.8174 3.4192 0.1952
H -3.1550 2.7588 1.4315
O 2.5153 1.9899 -3.2717
H 3.3334 2.5027 -3.2581
H 1.8089 2.5851 -3.5492
O -2.2431 3.4091 -2.5844
H -2.1585 2.5064 -2.9913
H -2.6463 3.9685 -3.2565
O 1.8686 -2.0716 -3.1166
H 2.2164 -2.6253 -3.8285
H 1.4183 -2.6713 -2.5093
O -2.7464 0.2913 4.1232
H -3.6678 0.2186 3.8561
H -2.3259 0.8588 3.4622
```

orbital gap: 7.97 eV
E_HOMO: -12.281 eV
net charge: +1

And the Löwdin charges, in e, turn out to be: 0.80, 0.76, 0.93, -0.67, 0.15, 0.19, 0.13, 0.56, -0.23, -0.30, -0.35, -0.67, 0.15, 0.22, 0.14, 0.61, -0.30, -0.24, -0.33, -0.65, 0.14, 0.17, 0.13, 0.56, -0.23, -0.36, -0.30, -0.64, 0.17, 0.18, 0.17, 0.62, -0.28, -0.31, -0.30, -0.67, 0.18, 0.14, 0.18, 0.60, -0.20, -0.31, -0.33, -0.05, -0.01, 0.05, 0.00, 0.09, 0.10, -0.05, 0.04, -0.02, -0.04, 0.00, 0.05, -0.05, 0.00, 0.05, -0.08, 0.03, -0.02, -0.01, 0.11, 0.09, 0.00, 0.10, 0.09, -0.02, 0.06, 0.11, 0.00, 0.11, 0.10, -0.05, 0.03, -0.03